(1)
DFT (ωB97M-V/def2-TZVPD) results for a structure of composition C38H86AlN7O3P3Si.

Cartesian coordinates (Å):
C: -0.0431 -1.7973 6.1792
C: -0.1674 -1.1966 4.8900
Al: 0.0110 -0.7548 2.8518
C: -1.3054 0.7802 2.4863
C: -1.3992 1.8692 3.7157
C: -2.8067 2.7293 3.4454
C: -2.4561 4.3368 3.3352
C: -1.8597 4.5549 1.7890
C: -2.9960 5.3435 0.9062
C: -3.7563 4.2516 -0.0755
C: -5.0751 3.5451 0.6208
C: -6.5173 4.0997 0.0440
C: -7.4847 2.8975 -0.5596
C: -8.9238 2.7539 0.2765
C: -8.6924 1.5830 1.4218
N: -9.3367 0.2604 1.0159
C: -8.6904 -0.8439 0.2092
C: -9.7901 -2.0395 -0.0111
C: -11.1738 -1.5821 0.7751
C: -10.7660 -0.0783 1.3772
C: 1.9915 -0.2678 2.5077
C: 2.1811 1.2301 1.8146
O: 2.6428 1.0688 0.4227
Si: 1.6572 1.9809 -0.7126
C: 2.6902 2.1750 -2.3711
C: -0.0186 1.0604 -1.0691
C: 1.2071 3.7674 -0.1514
P: -0.7145 -2.6029 1.6337
C: -0.3759 -4.1907 2.6946
C: 0.3042 -2.8589 0.0265
C: -0.6672 -2.4867 -1.2735
H: 0.3692 -2.2779 7.1913
H: -1.1324 1.3476 1.4748
H: -2.3850 0.2793 2.4015
H: -0.5054 2.6357 3.6751
H: -1.5352 1.3448 4.7572
H: -3.2338 2.3930 2.4047
H: -3.5744 2.5276 4.3191
H: -3.4208 4.9837 3.5091
H: -1.6496 4.7038 4.1018
H: -1.5970 3.5184 1.3128
H: -0.8485 5.1721 1.8770
H: -3.7387 5.9972 1.5514
H: -2.4408 6.1005 0.1769
H: -3.0231 3.3612 -0.3795
H: -4.0086 4.8144 -1.0817
H: -5.0507 2.3821 0.3882
H: -5.0001 3.6650 1.7843
H: -6.2716 4.9208 -0.7794
H: -7.1016 4.5996 0.9540
H: -6.9305 1.8502 -0.5937
H: -7.7559 3.1602 -1.6906
H: -9.8187 2.4801 -0.4642
H: -9.2536 3.7862 0.7717
H: -9.1349 2.0128 2.4378
H: -7.5413 1.3520 1.5586
H: -7.6098 -0.8812 -0.2383
H: -9.6894 -3.0569 -0.5866
H: -12.1814 -2.1734 0.8664
H: -11.5109 0.5713 2.0045
H: 2.5106 -0.2040 3.5807
H: 2.5850 -1.1094 1.9121
H: 1.2388 1.9183 1.9412
H: 3.0759 1.7401 2.4181
H: 3.8555 2.0900 -2.1825
H: 2.3017 1.4674 -3.2291
H: 2.4974 3.2840 -2.7631
H: -0.0209 0.1166 -0.3591
H: -0.0879 0.7914 -2.2107
H: -0.9393 1.7595 -0.8116
H: 0.9880 3.8716 0.9965
H: 2.0748 4.4838 -0.5293
H: 0.2389 4.0848 -0.7616
H: -0.8017 -5.0886 2.0440
H: -0.9835 -4.1248 3.6939
H: 0.7680 -4.3899 2.8736
H: 1.3064 -2.2474 0.0395
H: 0.5295 -4.0134 -0.0436
H: -0.0041 -1.9237 -2.0664
H: -1.4886 -1.7172 -0.8886
H: -1.2203 -3.4328 -1.7153
O: -1.1419 -5.3753 -5.0242
P: -0.8060 -4.2082 -5.9846
N: -1.1484 -5.1418 -7.3505
C: -0.2848 -5.8022 -8.2992
C: -2.5378 -5.5582 -7.5320
N: 0.8489 -4.2339 -5.5270
C: 1.9298 -4.8295 -6.2874
C: 1.1074 -4.4723 -4.1044
N: -0.4198 -2.8665 -7.0888
C: -0.8383 -2.6841 -8.4674
C: 0.4423 -1.7777 -6.6444
H: -0.6534 -5.6436 -9.3180
H: -0.2330 -6.8835 -8.1185
H: 0.7288 -5.4165 -8.3296
H: -3.1713 -4.6840 -7.7102
H: -2.9217 -6.0808 -6.6500
H: -2.6744 -6.2317 -8.3862
H: 1.7987 -5.9140 -6.3979
H: 2.8991 -4.6645 -5.8099
H: 2.0278 -4.3557 -7.2678
H: 1.0748 -5.5493 -3.8590
H: 0.3666 -3.9601 -3.4752
H: 2.0847 -4.0893 -3.7959
H: -0.1013 -3.1074 -9.1553
H: -0.9482 -1.6234 -8.7250
H: -1.8172 -3.1193 -8.6759
H: 1.4703 -1.9214 -7.0015
H: 0.4623 -1.6975 -5.5526
H: 0.0964 -0.8014 -7.0022
O: 7.8971 -1.4756 4.4347
P: 7.7084 -0.2076 3.5664
N: 9.1631 0.4621 4.1047
C: 9.4400 1.5014 5.0665
C: 10.3902 -0.2329 3.7198
N: 6.3409 0.2836 4.4814
C: 6.3321 1.3025 5.5125
C: 5.4391 -0.7938 4.8980
N: 7.4915 1.2501 2.5682
C: 8.5000 2.1929 2.1177
C: 6.1596 1.6388 2.1198
H: 10.2144 2.1736 4.6823
H: 9.7881 1.0894 6.0223
H: 8.6035 2.1620 5.2688
H: 10.5245 -0.1841 2.6350
H: 10.3656 -1.2879 4.0110
H: 11.2884 0.2023 4.1733
H: 6.9755 1.0287 6.3591
H: 5.3266 1.4700 5.9070
H: 6.6282 2.2737 5.1073
H: 5.8038 -1.3011 5.8094
H: 5.3346 -1.5511 4.1089
H: 4.4290 -0.4265 5.1021
H: 8.6014 3.0197 2.8260
H: 8.2455 2.6310 1.1447
H: 9.4761 1.7299 1.9626
H: 5.7448 2.4269 2.7614
H: 5.4682 0.7897 2.1223
H: 6.1603 2.0111 1.0891

Molecular weight = 837.14 g/mol
Net charge = -1
LUMO = 0.0262 hartree
Orbital gap = 4.70 eV

(2)
DFT (ωB97M-V/def2-TZVPD) results for a structure of composition C38H88BF6N9O20S2.

Cartesian coordinates (Å):
O: -1.3144 0.4585 2.3508
C: -0.5327 0.5073 1.3974
O: 0.3480 -0.4387 1.1267
B: 1.0788 -0.0914 -0.0730
O: 0.6859 1.3095 -0.3171
C: -0.3491 1.6144 0.4168
O: -0.8703 2.7028 0.4726
O: 0.5998 -0.9686 -1.1937
C: 1.5659 -1.6739 -1.7208
O: 1.5203 -2.4370 -2.7203
C: 2.8629 -1.2442 -1.0523
O: 2.5263 -0.3085 -0.0697
O: 4.0330 -1.6066 -1.3605
C: -4.1833 -6.9832 1.8063
F: -3.4316 -7.5967 2.7095
F: -3.6233 -7.1563 0.6078
F: -5.4054 -7.4988 1.7412
S: -4.3234 -5.1291 2.3743
O: -5.2470 -4.4739 1.4758
O: -4.7627 -5.2421 3.7409
N: -2.6527 -4.5339 2.3501
S: -2.4762 -3.9315 0.8938
O: -3.0831 -4.6822 -0.1961
O: -2.6977 -2.4903 0.9418
C: -0.5033 -4.1743 0.7667
F: 0.0029 -3.5712 -0.2958
F: -0.0343 -3.5143 1.8207
F: -0.1602 -5.4675 0.7087
C: -5.3668 -0.9562 1.7883
C: -4.9473 0.2715 2.6218
C: -4.9369 1.4905 1.6884
O: -4.4014 2.6887 2.2577
C: -4.3217 3.8993 1.5111
N: -5.8499 0.5405 3.7325
H: -6.4238 -0.9429 1.5224
H: -5.0562 -1.8654 2.3031
H: -4.8306 -0.9876 0.8398
H: -3.8821 0.0556 2.7048
H: -5.9049 1.7159 1.2409
H: -4.3449 1.3177 0.7896
H: -3.6364 3.8255 0.6667
H: -3.8951 4.6541 2.1718
H: -5.2968 4.2074 1.1338
H: -6.7687 0.8734 3.4773
H: -5.4904 1.4464 3.9977
C: 1.2611 -0.6866 4.4797
C: 0.3485 -1.9306 4.7030
C: -0.1309 -2.0359 6.1841
O: -0.6209 -3.3846 6.3920
C: -0.8516 -3.8107 7.6861
N: -0.8336 -1.9043 3.8017
H: 2.0683 -0.5831 5.2048
H: 0.6958 0.2372 4.6029
H: 1.5171 -0.7117 3.4205
H: 1.0354 -2.7620 4.5453
H: -0.7633 -1.2066 6.5011
H: 0.8098 -1.9846 6.7323
H: -1.3623 -3.0454 8.2705
H: 0.0628 -4.0493 8.2292
H: -1.5389 -4.6566 7.6997
H: -1.2238 -0.9766 3.8863
H: -0.4273 -1.8624 2.8779
C: -2.6922 5.0955 -1.9613
C: -2.6219 6.1772 -0.8149
C: -1.4786 7.2315 -0.9926
O: -0.1624 6.7391 -1.2085
C: 0.3878 5.9809 -0.1734
N: -3.9556 6.7415 -0.5533
H: -1.7379 4.5688 -1.9628
H: -3.0043 5.4726 -2.9352
H: -3.5193 4.4690 -1.6272
H: -2.4228 5.5527 0.0560
H: -1.6511 7.9263 -0.1706
H: -1.7419 7.8224 -1.8698
H: -0.3105 5.3133 0.3313
H: 0.7948 6.6600 0.5759
H: 1.2806 5.4647 -0.5263
H: -4.1256 7.2815 0.2831
H: -4.0550 7.3820 -1.3278
C: 5.7267 1.9014 -2.4472
C: 6.5799 0.6558 -2.4392
C: 7.9109 0.9998 -2.9963
O: 8.5436 -0.2411 -3.1044
C: 9.5970 -0.2753 -4.0539
N: 6.7141 0.1438 -1.1069
H: 5.7251 2.3188 -3.4541
H: 5.9660 2.6940 -1.7382
H: 4.7630 1.5551 -2.0737
H: 6.1834 -0.1490 -3.0581
H: 8.4358 1.6484 -2.2949
H: 7.8410 1.5628 -3.9270
H: 9.2832 0.0653 -5.0407
H: 9.9773 -1.2966 -4.0702
H: 10.4209 0.3479 -3.7063
H: 5.7904 -0.2163 -0.9141
H: 6.8365 0.9206 -0.4731
C: 4.9109 -5.3897 -3.3270
C: 3.3856 -5.3481 -3.3268
C: 2.8258 -6.7471 -3.5799
O: 3.0991 -7.2494 -4.8439
C: 2.4065 -8.4656 -5.2621
N: 2.9712 -4.9260 -1.9737
H: 5.2464 -6.0538 -2.5305
H: 5.3498 -4.3925 -3.2944
H: 5.3069 -5.7086 -4.2911
H: 3.0293 -4.6904 -4.1196
H: 1.7625 -6.8061 -3.3474
H: 3.3206 -7.4589 -2.9191
H: 2.4064 -9.2629 -4.5189
H: 2.8030 -8.7856 -6.2256
H: 1.3719 -8.1835 -5.4577
H: 1.9709 -4.7905 -2.0055
H: 3.4039 -4.0570 -1.6949
C: 4.1888 1.5433 -6.0097
C: 3.0412 1.4824 -5.0107
C: 1.8642 2.4018 -5.3279
O: 2.2002 3.7564 -5.1720
C: 2.5777 4.3523 -3.8753
N: 2.6021 0.0726 -4.8612
H: 4.7141 2.4720 -6.2327
H: 3.8537 1.1589 -6.9731
H: 4.9961 0.9744 -5.5484
H: 3.4892 1.7740 -4.0608
H: 0.9807 2.2493 -4.7080
H: 1.5095 2.1122 -6.3171
H: 1.9948 3.9100 -3.0675
H: 2.5429 5.4404 -3.9301
H: 3.6068 4.0895 -3.6302
H: 3.1508 -0.4675 -4.2075
H: 1.6662 0.0015 -4.4882
C: -3.3516 0.6993 -1.6297
C: -2.3873 0.9984 -2.7523
C: -1.9568 -0.2739 -3.5225
O: -1.0199 -0.0327 -4.5581
C: -0.6217 -1.1438 -5.3911
N: -3.0306 2.0258 -3.6092
H: -2.9117 -0.0964 -1.0285
H: -4.1583 0.1177 -2.0759
H: -3.6554 1.6394 -1.1692
H: -1.6343 1.4810 -2.1292
H: -2.8230 -0.7963 -3.9286
H: -1.4874 -1.1185 -3.0182
H: 0.1348 -0.8796 -6.1300
H: -1.5213 -1.6019 -5.8021
H: -0.0498 -1.9289 -4.8966
H: -2.8767 2.9485 -3.2283
H: -2.4043 2.0166 -4.4015
C: -2.2627 1.2664 5.4308
C: -2.8731 1.0488 6.8096
C: -2.5388 2.3211 7.6445
O: -3.2215 3.4961 7.1015
C: -2.8077 4.7073 7.7813
N: -4.3047 0.8778 6.8706
H: -2.4724 0.3786 4.8344
H: -1.1887 1.2480 5.6163
H: -2.5941 2.1262 4.8485
H: -2.5350 0.1378 7.3034
H: -1.4660 2.5053 7.5867
H: -2.7752 2.1823 8.6994
H: -2.0087 5.1917 7.2200
H: -2.4933 4.6712 8.8243
H: -3.5709 5.4818 7.7060
H: -4.8298 1.7160 6.6664
H: -4.3959 0.8078 7.8741

Multiplicity = 2
Molecular weight = 1180.10 g/mol
Net charge = -3
LUMO (spin up / spin down) = 0.1772 / 0.1788 hartree
Orbital gap (spin up / spin down) = 0.94 / 7.91 eV